Entry 1:
Entry from the OMol25 dataset: a molecular structure, CH2I3P at a distorted geometry (ωB97M-V/def2-TZVPD).

Geometry (Å):
1 H 1.6129 -0.1751 -0.8984
2 P 0.4292 0.4952 -1.2158
3 C -0.5020 -0.0010 0.2830
4 I 0.4560 0.1262 2.1802
5 I -0.4288 -2.8098 0.0051
6 I -2.4817 0.6817 0.2677
7 H 0.9144 1.6828 -0.6218

Forces on the atoms, in the same order (eV/Å):
0.247 -0.260 0.085
-0.062 -0.046 -0.317
0.070 -1.732 0.730
-0.274 0.075 -0.435
-0.196 1.999 -0.019
0.327 -0.265 -0.008
-0.113 0.229 -0.036

Summary:
HOMO energy (spin up / spin down)   -9.133 / -9.039 eV
Kohn-Sham gap (spin up / spin down)   6.815 / 6.639 eV
Charge   0
Relative energy (zero: lowest compared OMol25 entry of this formula, charge and spin)   27.2 kcal/mol
Energy   -1273.65102 hartree

Which charges does Löwdin predict for the atoms? In e, they are: -0.114 0.592 -1.882 0.643 0.145 0.717 -0.101

Entry 2:
Entry from the OMol25 dataset: a molecular structure, CH2I3P at a distorted geometry (ωB97M-V/def2-TZVPD).

Geometry (Å):
1 C -0.0132 0.6719 -0.3374
2 H 0.9532 -1.5684 0.7752
3 I 0.7648 -0.2766 -2.1102
4 P -0.1235 -0.8463 1.2945
5 I 1.4045 2.0885 0.4671
6 H -1.0526 -1.6173 0.5840
7 I -1.9333 1.5483 -0.6732

Forces on the atoms, in the same order (eV/Å):
0.281 -1.799 1.872
0.344 -0.129 -0.139
-0.219 0.249 0.309
-0.233 2.264 -1.779
-0.277 -0.169 -0.246
-0.222 -0.210 -0.156
0.326 -0.205 0.137

Summary:
HOMO energy   -9.254 eV
Kohn-Sham gap   8.068 eV
Charge   0
Relative energy (zero: lowest compared OMol25 entry of this formula, charge and spin)   16.4 kcal/mol
Energy   -1273.66829 hartree

Which charges does Löwdin predict for the atoms? In e, they are: -2.108 -0.163 0.586 0.654 0.574 -0.151 0.607

Entry 3:
Entry from the OMol25 dataset: 2 unconnected molecules or ions with the total composition CH2INO2 at a distorted geometry (ωB97M-V/def2-TZVPD).

Geometry (Å):
1 O -0.8542 -0.6555 1.2966
2 I -1.5094 1.1691 -1.9720
3 N 1.1667 -1.3359 0.3231
4 H 2.0137 -0.9154 -0.1468
5 O -0.1718 1.3148 -0.5248
6 H -0.8112 1.3415 0.2255
7 C 0.1663 -0.9187 0.7984

Forces on the atoms, in the same order (eV/Å):
-0.413 0.097 0.319
0.029 -0.043 -0.478
3.056 0.018 -1.458
-2.005 -0.687 1.044
-1.086 0.337 0.528
1.042 0.008 -0.231
-0.623 0.269 0.276

Summary:
HOMO energy   -9.640 eV
Kohn-Sham gap   8.864 eV
Charge   0
Relative energy (zero: lowest compared OMol25 entry of this formula, charge and spin)   17.8 kcal/mol
SMILES string   N=C=O.OI
Energy   -542.19817 hartree

Which charges does Löwdin predict for the atoms? In e, they are: 0.119 0.848 0.191 0.133 -0.773 -0.042 -0.477

Entry 4:
Entry from the OMol25 dataset: 2 unconnected molecules or ions with the total composition CH2INO2 at a distorted geometry (ωB97M-V/def2-TZVPD).

Geometry (Å):
1 O 1.0855 -1.4938 0.6752
2 H 2.1141 -0.1231 -0.2324
3 O -1.5255 0.1354 0.9049
4 H 0.1811 1.2112 -0.8098
5 C 1.0415 -0.5129 0.0036
6 I -3.0765 0.4617 -0.1579
7 N 0.1797 0.3216 -0.3837

Forces on the atoms, in the same order (eV/Å):
-0.897 -1.513 0.779
-0.946 0.083 -0.774
2.571 0.292 -1.851
0.308 1.031 -0.105
4.403 -0.104 1.016
-0.361 0.027 -0.146
-5.078 0.184 1.081

Summary:
HOMO energy (spin up / spin down)   -9.438 / -9.441 eV
Kohn-Sham gap (spin up / spin down)   6.369 / 6.371 eV
Charge   0
Relative energy (zero: lowest compared OMol25 entry of this formula, charge and spin)   128.2 kcal/mol
Energy   -542.02211 hartree

Which charges does Löwdin predict for the atoms? In e, they are: 0.075 0.180 -0.853 0.087 -0.542 0.857 0.197

Entry 5:
Entry from the OMol25 dataset: a single CH2INO2S molecule at a distorted geometry (ωB97M-V/def2-TZVPD).

Geometry (Å):
1 O 2.0710 -0.7616 1.0119
2 H 0.3761 0.1987 -0.7593
3 S 2.4285 0.5574 0.0522
4 C 0.0614 -0.1856 0.2024
5 I 4.7564 -0.0627 -0.1730
6 H -1.0030 -0.1666 0.3985
7 O 2.3203 1.7399 0.8396
8 N 0.7085 -0.7348 1.1277

Forces on the atoms, in the same order (eV/Å):
-1.655 -0.503 0.063
0.310 -1.159 -0.544
-0.401 0.684 -1.027
-3.452 1.798 -2.275
1.293 -0.219 0.078
-0.112 0.771 0.099
0.667 1.777 0.822
3.350 -3.149 2.784

Summary:
HOMO energy (spin up / spin down)   -5.865 / -9.893 eV
Kohn-Sham gap (spin up / spin down)   4.847 / 5.823 eV
<S²>   2.012
2S+1   3
Charge   0
Relative energy (zero: lowest compared OMol25 entry of this formula, charge and spin)   57.7 kcal/mol
Energy   -940.14097 hartree

Which charges does Löwdin predict for the atoms? In e, they are: -0.364 0.043 0.413 -0.137 0.490 0.087 -0.465 -0.067

Entry 6:
Entry from the OMol25 dataset: a molecular structure, CH2IPS at a distorted geometry (ωB97M-V/def2-TZVPD).

Geometry (Å):
1 H -0.9949 -0.0389 -1.0318
2 H 0.2789 -1.5174 -1.9240
3 C 0.2036 0.2000 1.0956
4 I -0.5323 2.1582 1.3024
5 S 0.8943 -0.6154 2.2612
6 P 0.1505 -0.1865 -1.7032

Forces on the atoms, in the same order (eV/Å):
-2.013 -0.528 0.479
-0.466 -1.571 0.231
0.869 -0.152 0.346
-0.113 -0.152 -0.291
-0.462 0.125 -0.919
2.184 2.278 0.153

Summary:
HOMO energy (spin up / spin down)   -8.451 / -8.453 eV
Kohn-Sham gap (spin up / spin down)   7.178 / 6.774 eV
Charge   0
Relative energy (zero: lowest compared OMol25 entry of this formula, charge and spin)   73.5 kcal/mol
Energy   -1076.38471 hartree

Which charges does Löwdin predict for the atoms? In e, they are: -0.289 -0.245 -1.381 0.674 0.565 0.676

Entry 7:
Entry from the OMol25 dataset: a molecular structure, CH2LiOPb at a distorted geometry (ωB97M-V/def2-TZVPD).

Geometry (Å):
1 H 0.6415 0.0467 1.3397
2 Li 0.4697 -0.6114 -1.7496
3 O -0.5684 -0.1238 -0.2286
4 Pb -2.1233 0.8384 2.3017
5 H 1.9717 -0.3689 -2.6038
6 C -0.3912 0.2191 0.9406

Forces on the atoms, in the same order (eV/Å):
-0.344 0.330 0.048
0.363 -0.105 -0.367
-0.368 0.655 1.022
-0.334 0.171 0.038
-0.391 0.029 0.323
1.074 -1.079 -1.064

Summary:
HOMO energy (spin up / spin down)   -10.242 / -10.241 eV
Kohn-Sham gap (spin up / spin down)   2.596 / 2.594 eV
Charge   +1
Relative energy (zero: lowest compared OMol25 entry of this formula, charge and spin)   57.7 kcal/mol
Energy   -314.49181 hartree

Which charges does Löwdin predict for the atoms? In e, they are: 0.063 0.420 -0.228 1.419 -0.201 -0.474

Entry 8:
Entry from the OMol25 dataset: a molecular structure, CH2LiOSc at a distorted geometry (ωB97M-V/def2-TZVPD).

Geometry (Å):
1 H -1.3144 0.0738 0.7615
2 H -0.9928 1.0237 -2.1730
3 C -0.4019 -0.5352 0.9903
4 Li 1.2274 -1.4632 1.6121
5 Sc 0.8769 1.0332 -1.5056
6 O 0.6047 -0.1322 0.3147

Forces on the atoms, in the same order (eV/Å):
0.224 -0.513 0.166
2.111 0.004 0.724
-1.177 0.426 0.431
0.152 -0.620 0.592
-2.435 -0.897 0.829
1.125 1.600 -2.742

Summary:
HOMO energy   -17.787 eV
Kohn-Sham gap   6.268 eV
Charge   +2
Relative energy (zero: lowest compared OMol25 entry of this formula, charge and spin)   0.0 kcal/mol
Energy   -882.00104 hartree

Which charges does Löwdin predict for the atoms? In e, they are: 0.060 0.013 -0.058 0.806 1.604 -0.424

Entry 9:
Entry from the OMol25 dataset: 2 unconnected molecules or ions with the total composition CH2N2O at a distorted geometry (ωB97M-V/def2-TZVPD).

Geometry (Å):
1 O 1.1315 0.0465 -0.5134
2 N -1.5789 0.0817 0.6383
3 N 1.7669 0.2401 0.4640
4 C -1.2814 -0.2330 -0.4298
5 H 1.0643 0.3027 1.2320
6 H -1.1024 -0.4380 -1.3911

Forces on the atoms, in the same order (eV/Å):
0.410 -0.244 -1.744
0.247 -0.386 -0.733
0.210 0.153 0.752
-1.381 1.155 3.930
-0.096 0.113 0.814
0.610 -0.791 -3.019

Summary:
HOMO energy   -9.776 eV
Kohn-Sham gap   9.352 eV
Charge   0
Relative energy (zero: lowest compared OMol25 entry of this formula, charge and spin)   87.1 kcal/mol
SMILES string   C#N.N=O
Energy   -223.92227 hartree

Which charges does Löwdin predict for the atoms? In e, they are: -0.107 0.072 0.057 -0.089 0.049 0.019

Entry 10:
Entry from the OMol25 dataset: a single CH2N2O2 molecule at a distorted geometry (ωB97M-V/def2-TZVPD).

Geometry (Å):
1 O 0.9675 0.1345 0.2521
2 H -0.4264 -0.4685 2.0112
3 C -0.8901 -0.3837 -0.2597
4 N 0.2561 -0.1027 -0.9824
5 N -0.3026 -0.2123 0.9401
6 O -1.9879 -0.6189 -0.5637
7 H 0.1222 0.7373 -1.5277

Forces on the atoms, in the same order (eV/Å):
-0.380 0.032 0.913
0.660 0.551 -3.421
0.070 -0.134 1.002
0.889 -0.393 -0.270
1.424 0.252 2.930
-3.082 -0.822 -1.148
0.419 0.514 -0.007

Summary:
HOMO energy   -9.772 eV
Kohn-Sham gap   10.536 eV
Charge   0
Relative energy (zero: lowest compared OMol25 entry of this formula, charge and spin)   113.9 kcal/mol
SMILES string   O=c1[nH]o[nH]1
Energy   -299.15536 hartree

Which charges does Löwdin predict for the atoms? In e, they are: -0.061 0.218 -0.657 0.110 0.119 0.132 0.140

Entry 11:
Entry from the OMol25 dataset: a single CH2N2O2 molecule at a distorted geometry (ωB97M-V/def2-TZVPD).

Geometry (Å):
1 O 1.1394 -0.0936 -0.5465
2 N 0.2535 1.0480 0.0108
3 H 1.0356 -0.0916 -1.5134
4 H 0.7968 1.4948 0.7620
5 N -0.7372 0.3452 0.6193
6 O -1.5208 -1.8603 0.2939
7 C -0.9673 -0.8425 0.3739

Forces on the atoms, in the same order (eV/Å):
-0.212 1.552 0.762
1.617 -1.437 -1.653
-0.168 0.611 0.348
0.232 -0.603 -0.444
-0.855 -0.948 0.482
0.624 -0.373 -0.259
-1.240 1.198 0.765

Summary:
HOMO energy   -9.540 eV
Kohn-Sham gap   10.120 eV
Charge   0
Relative energy (zero: lowest compared OMol25 entry of this formula, charge and spin)   93.3 kcal/mol
SMILES string   O=C=NNO
Energy   -299.18814 hartree

Which charges does Löwdin predict for the atoms? In e, they are: -0.090 -0.032 0.087 0.119 0.031 0.185 -0.300

Entry 12:
Entry from the OMol25 dataset: a single CH2N2O2 molecule at a distorted geometry (ωB97M-V/def2-TZVPD).

Geometry (Å):
1 H -0.5031 -1.5673 -0.5338
2 O 0.2315 1.1379 0.0126
3 C -1.9115 -0.0661 0.0442
4 H -0.3064 2.0022 -0.0048
5 N -1.0224 -1.0484 0.2278
6 O -2.9797 0.3746 -0.1893
7 N -0.6385 0.3056 0.6865

Forces on the atoms, in the same order (eV/Å):
-0.901 0.892 0.900
-0.847 1.726 -1.727
1.309 0.898 1.058
1.264 -1.658 -0.189
1.043 -1.909 -2.423
-0.137 -0.238 -0.622
-1.732 0.289 3.002

Summary:
HOMO energy   -9.222 eV
Kohn-Sham gap   9.864 eV
Charge   0
Relative energy (zero: lowest compared OMol25 entry of this formula, charge and spin)   124.1 kcal/mol
SMILES string   O=C1NN1O
Energy   -299.13910 hartree

Which charges does Löwdin predict for the atoms? In e, they are: 0.164 -0.047 -0.483 0.146 0.154 0.156 -0.091